{
  "formula": "C5H3NO3",
  "method": "wB97M-V/def2-TZVPD",
  "charge": 0,
  "e_above_lowest_kj_mol": 529.5,
  "homo_lumo_gap_ev": 9.92,
  "lumo_ev": 0.431,
  "e_tot_ha": -472.5764,
  "species": ["C", "C", "C", "C", "C", "H", "H", "H", "N", "O", "O", "O"],
  "xyz": [[-2.17714, -0.64765, -0.23237], [-0.95007, -0.40026, 0.59228], [0.51143, 0.81756, 0.14422], [1.89484, 0.95659, -0.18424], [0.56926, -0.56205, 0.19910], [-2.44236, -1.70547, -0.49900], [-1.24365, -0.88236, 1.62728], [2.69154, 1.70693, -0.73785], [1.64726, -1.29384, 0.02744], [-2.89655, 0.25143, -0.57899], [-0.75013, 1.10685, 0.46637], [2.44339, -0.23921, -0.34944]],
  "forces_ev_per_a": [[-0.64, -0.64, -1.24], [-0.61, -0.66, 1.57], [6.49, -1.02, -1.56], [0.21, 3.89, -2.39], [-3.95, -1.94, 1.23], [0.35, 0.37, 0.33], [0.79, 1.61, -1.42], [-2.60, -1.41, 2.06], [-2.04, 1.69, -0.46], [0.24, -0.45, 0.20], [-0.49, -0.83, 1.30], [2.26, -0.61, 0.39]],
  "nbo_charge": [0.39, -0.01, 0.16, 0.07, 0.07, 0.13, 0.24, 0.24, -0.11, -0.47, -0.43, -0.28]
}

{
  "formula": "C5H3NO3",
  "method": "wB97M-V/def2-TZVPD",
  "charge": 0,
  "e_above_lowest_kj_mol": 45.8,
  "homo_lumo_gap_ev": 9.62,
  "lumo_ev": -0.358,
  "smiles": "O=Cc1cocnc1=O",
  "e_tot_ha": -472.7606,
  "species": ["C", "C", "C", "C", "C", "H", "H", "H", "N", "O", "O", "O"],
  "xyz": [[-1.99540, -0.60414, 0.04497], [-0.60178, -0.09085, 0.06754], [0.38688, -1.01788, -0.06894], [2.05447, 0.51796, 0.01806], [-0.17121, 1.30608, -0.02884], [-2.06018, -1.75764, 0.19158], [0.21390, -2.10842, -0.01093], [3.08918, 0.67337, 0.01462], [1.21023, 1.46858, 0.06960], [-2.94961, 0.12519, -0.07558], [1.73373, -0.81001, -0.12912], [-0.91022, 2.29775, -0.09296]],
  "forces_ev_per_a": [[-0.43, -0.06, 0.42], [1.27, -1.08, -0.98], [-0.19, -1.17, 0.77], [-2.51, 0.34, -0.48], [-2.15, 2.24, 0.54], [-0.14, 1.41, -0.30], [-0.17, 0.74, -0.29], [1.41, 0.15, 0.17], [1.80, -0.05, -0.06], [0.50, -1.05, 0.07], [-1.01, 0.87, 0.18], [1.62, -2.34, -0.06]],
  "nbo_charge": [0.41, -0.31, 0.24, 0.43, 0.60, 0.11, 0.21, 0.19, -0.49, -0.46, -0.44, -0.50]
}

{
  "formula": "C5H4",
  "method": "wB97M-V/def2-TZVPD",
  "charge": 0,
  "e_above_lowest_kj_mol": 24.2,
  "homo_lumo_gap_ev": 10.24,
  "lumo_ev": 0.934,
  "smiles": "C#CC#CC",
  "e_tot_ha": -192.7849,
  "species": ["C", "C", "C", "C", "C", "H", "H", "H", "H"],
  "xyz": [[-1.99799, -0.23177, 0.01303], [-0.58574, 0.09466, 0.01366], [0.57833, 0.40435, 0.00800], [1.94485, 0.50527, -0.00722], [3.14225, 0.37811, -0.02577], [-2.23911, -0.91305, 0.83442], [-2.28071, -0.70472, -0.93214], [-2.57324, 0.68899, 0.13490], [4.01136, -0.22185, -0.03886]],
  "forces_ev_per_a": [[-0.16, 0.01, 0.00], [0.37, 0.25, -0.01], [-0.53, -0.04, 0.00], [0.33, -0.14, -0.01], [-0.67, -0.53, 0.02], [0.00, 0.10, -0.11], [-0.01, 0.07, 0.14], [-0.10, -0.14, -0.01], [0.78, 0.42, -0.01]],
  "nbo_charge": [-0.69, 0.10, -0.11, -0.07, -0.19, 0.24, 0.24, 0.24, 0.24]
}

{
  "formula": "C5H4",
  "method": "wB97M-V/def2-TZVPD",
  "charge": 0,
  "e_above_lowest_kj_mol": 246.3,
  "homo_lumo_gap_ev": 10.13,
  "lumo_ev": 0.516,
  "e_tot_ha": -192.7003,
  "species": ["C", "C", "C", "C", "C", "H", "H", "H", "H"],
  "xyz": [[-1.39213, -0.91844, -0.03448], [1.96102, 0.08338, -0.02006], [0.64480, 0.71279, -0.04344], [-0.37354, -0.06099, 0.00139], [2.69145, -0.93708, 0.02472], [-1.84198, -1.30953, 0.94178], [-1.75246, -1.05442, -1.04579], [2.95018, 0.55595, -0.37904], [0.68769, 1.72177, 0.01504]],
  "forces_ev_per_a": [[1.29, 1.53, 1.35], [-0.64, 0.62, -0.54], [2.15, -1.96, 0.24], [-3.14, -1.96, 0.19], [1.13, -0.98, 0.14], [0.56, 0.45, -1.86], [-0.52, -0.65, 0.24], [-0.21, -0.09, 0.14], [-0.62, 3.04, 0.10]],
  "nbo_charge": [-0.48, -0.52, -0.34, 0.15, 0.13, 0.25, 0.24, 0.33, 0.24]
}

{
  "formula": "C5H4",
  "method": "wB97M-V/def2-TZVPD",
  "charge": 0,
  "e_above_lowest_kj_mol": 436.3,
  "homo_lumo_gap_ev": [7.91, 7.96],
  "lumo_ev": [-1.180, -1.154],
  "e_tot_ha": -192.6279,
  "species": ["C", "C", "C", "C", "C", "H", "H", "H", "H"],
  "xyz": [[0.75214, 1.51424, -0.32906], [0.15137, 0.23936, 0.01398], [-0.35439, -0.85510, 0.30332], [-0.84152, -2.08178, 0.73247], [-1.38168, -3.20193, 0.95855], [0.01099, 2.31343, -0.42816], [1.36258, 1.45690, -1.23549], [1.41657, 1.78115, 0.50391], [-1.11607, -1.16626, -0.51952]],
  "forces_ev_per_a": [[0.00, 0.02, -0.04], [-0.20, -0.43, 0.11], [0.37, 0.46, 0.09], [-0.19, -0.63, 0.29], [0.26, 0.72, -0.27], [0.07, -0.16, 0.02], [-0.11, -0.03, 0.12], [-0.07, 0.00, -0.11], [-0.12, 0.04, -0.22]],
  "nbo_charge": [-0.71, 0.25, -0.32, -0.54, 0.04, 0.25, 0.25, 0.27, 0.50]
}

{
  "formula": "C5H4",
  "method": "wB97M-V/def2-TZVPD",
  "charge": 0,
  "e_above_lowest_kj_mol": 117.8,
  "homo_lumo_gap_ev": 10.65,
  "lumo_ev": 0.888,
  "smiles": "C#CCC#C",
  "e_tot_ha": -192.7493,
  "species": ["C", "C", "C", "C", "C", "H", "H", "H", "H"],
  "xyz": [[-0.28394, 0.83921, -2.12352], [-0.39630, 0.12315, -1.15709], [-0.68318, -0.22383, 0.22202], [0.48801, -0.35638, 1.11873], [1.41938, -0.49977, 1.87404], [-0.05675, 0.99775, -3.14265], [-1.30616, 0.69418, 0.20327], [-1.41437, -1.00859, 0.43178], [2.23331, -0.56572, 2.57341]],
  "forces_ev_per_a": [[0.23, -1.29, -0.21], [0.46, -0.04, -0.74], [-0.41, 0.50, 0.06], [0.05, 0.33, 0.39], [-0.62, 0.23, -0.41], [0.03, 0.56, -0.34], [0.26, 0.01, 2.15], [0.31, -0.24, -0.54], [-0.31, -0.06, -0.36]],
  "nbo_charge": [-0.25, 0.01, -0.57, -0.01, -0.21, 0.23, 0.30, 0.26, 0.24]
}

{
  "formula": "C5H4",
  "method": "wB97M-V/def2-TZVPD",
  "charge": 0,
  "e_above_lowest_kj_mol": 39.5,
  "homo_lumo_gap_ev": 9.82,
  "lumo_ev": 0.827,
  "smiles": "C#CC#CC",
  "e_tot_ha": -192.7791,
  "species": ["C", "C", "C", "C", "C", "H", "H", "H", "H"],
  "xyz": [[-0.70107, 0.69650, -1.77144], [-0.25302, 0.24426, -0.53973], [0.32242, -0.18109, 0.45771], [0.65884, -0.68899, 1.66721], [0.89068, -1.07393, 2.82760], [-1.55770, 0.13595, -2.08441], [-0.80328, 1.82273, -1.80560], [0.17473, 0.48330, -2.48752], [1.26839, -1.43874, 3.73617]],
  "forces_ev_per_a": [[1.58, 1.74, -2.85], [2.29, -1.46, 4.07], [-1.90, 0.92, -2.32], [1.02, -1.34, 4.61], [-0.55, 1.29, -4.30], [-0.67, 0.09, -0.45], [-0.39, -1.27, 0.04], [-1.41, 0.22, 0.59], [0.03, -0.21, 0.59]],
  "nbo_charge": [-0.71, 0.10, -0.12, -0.07, -0.19, 0.25, 0.25, 0.25, 0.23]
}

{
  "formula": "C5H4",
  "method": "wB97M-V/def2-TZVPD",
  "charge": 0,
  "e_above_lowest_kj_mol": 45.9,
  "homo_lumo_gap_ev": 10.35,
  "lumo_ev": 0.961,
  "smiles": "C#CC#CC",
  "e_tot_ha": -192.7767,
  "species": ["C", "C", "C", "C", "C", "H", "H", "H", "H"],
  "xyz": [[-2.07050, 0.00483, 0.01844], [-0.61379, -0.22414, -0.00537], [0.57563, -0.20906, 0.03368], [1.99514, -0.13487, 0.07292], [3.20135, 0.04541, 0.00263], [-2.16808, 1.08405, -0.39030], [-2.75154, -0.70541, -0.54203], [-2.48659, 0.09825, 0.93878], [4.31839, 0.04093, -0.12876]],
  "forces_ev_per_a": [[0.55, 1.29, -3.82], [-2.05, -0.12, 0.29], [2.98, 0.01, 0.19], [0.32, 0.41, -0.43], [-0.03, -0.69, -0.17], [-0.21, -1.77, 0.17], [1.24, 0.78, 0.26], [-0.75, -0.06, 3.15], [-2.05, 0.15, 0.37]],
  "nbo_charge": [-0.68, 0.09, -0.11, -0.08, -0.19, 0.24, 0.24, 0.23, 0.26]
}

{
  "formula": "C5H4",
  "method": "wB97M-V/def2-TZVPD",
  "charge": 0,
  "e_above_lowest_kj_mol": 39.4,
  "homo_lumo_gap_ev": 10.15,
  "lumo_ev": 0.949,
  "smiles": "C#CC#CC",
  "e_tot_ha": -192.7791,
  "species": ["C", "C", "C", "C", "C", "H", "H", "H", "H"],
  "xyz": [[2.09277, 0.01398, 0.03041], [0.62773, -0.10137, -0.05480], [-0.58765, -0.23948, -0.08736], [-1.98405, -0.17880, -0.03166], [-3.21783, 0.02244, 0.06380], [2.45263, -0.66265, 0.84298], [2.52245, -0.30125, -0.83793], [2.36499, 1.10349, 0.13800], [-4.27104, 0.34364, -0.06343]],
  "forces_ev_per_a": [[-1.40, 1.20, 2.47], [-1.66, -0.40, -0.03], [1.04, 0.45, 0.30], [-3.68, 0.85, 0.31], [3.31, -0.19, -0.88], [-0.09, 0.94, -0.40], [1.19, -0.97, -2.52], [-0.11, -1.23, 0.37], [1.40, -0.66, 0.38]],
  "nbo_charge": [-0.68, 0.10, -0.11, -0.08, -0.20, 0.24, 0.23, 0.24, 0.26]
}

{
  "formula": "C5H41N2O14",
  "method": "wB97M-V/def2-TZVPD",
  "charge": 1,
  "e_above_lowest_kj_mol": 583.7,
  "homo_lumo_gap_ev": 9.30,
  "lumo_ev": -2.300,
  "e_tot_ha": -1377.6465,
  "species": ["N", "C", "C", "O", "C", "N", "C", "C", "H", "H", "H", "H", "H", "H", "H", "H", "H", "H", "H", "H", "H", "H", "H", "H", "H", "O", "H", "H", "O", "H", "H", "O", "H", "H", "O", "H", "H", "O", "H", "H", "O", "H", "H", "O", "H", "H", "O", "H", "H", "O", "H", "H", "O", "H", "H", "O", "H", "H", "O", "H", "H", "O"],
  "xyz": [[-0.49942, -2.15873, -0.28402], [-0.61787, -0.62775, -0.38896], [-1.98565, -0.24678, -1.06301], [-1.96757, -1.01862, -2.27505], [-0.49551, -0.03987, 1.05481], [0.85114, 0.43270, 1.41321], [1.35813, -0.14758, 2.72007], [0.61211, -1.34053, 3.26184], [-0.67114, -2.60397, -1.11649], [0.54561, -2.22446, -0.01584], [-1.01320, -2.51316, 0.69771], [0.20302, -0.32482, -1.05982], [-2.84305, -0.72591, -0.45432], [-2.06661, 0.83908, -1.20188], [-2.81049, -0.91821, -2.75487], [-1.34307, 0.77207, 1.05083], [-0.92363, -0.86684, 1.72899], [1.66154, 0.25017, 0.83126], [1.22364, 0.78025, 3.45566], [2.47839, -0.25269, 2.69848], [1.16198, -2.02381, 3.88118], [-0.25583, -1.14529, 3.94425], [0.38215, -2.14948, 2.56812], [-3.70973, 2.18194, 0.07733], [-5.02356, 1.61637, 0.19997], [-4.14519, 1.47358, 0.51074], [1.81273, 2.86469, -0.45356], [1.63440, 2.65711, 1.04861], [1.88914, 3.33185, 0.41487], [0.90946, 3.38307, 2.37090], [0.27039, 4.06373, 3.64354], [0.28939, 3.24217, 3.08368], [0.86331, 2.02260, -2.35115], [2.10432, 2.59895, -3.24913], [1.80857, 1.90068, -2.64139], [-1.73703, 3.34241, -1.89387], [-0.94793, 2.86367, -0.68459], [-1.11984, 2.69034, -1.65957], [-0.06464, 0.05998, -5.37835], [-0.35813, -0.25569, -3.81914], [0.19198, -0.39591, -4.61984], [1.54413, -3.50232, -2.41388], [1.54744, -4.85408, -1.69721], [1.24614, -3.91045, -1.70333], [-2.07957, -2.73915, 2.60352], [-3.20366, -3.61178, 2.12158], [-2.27133, -3.43732, 2.07911], [3.38033, -1.75845, -3.14193], [1.95394, -1.11798, -3.42396], [2.50959, -1.73459, -2.80920], [3.11083, -1.50904, -0.43887], [2.58086, -2.92490, -0.56850], [2.46557, -2.14530, 0.03502], [3.10571, 0.06075, -1.93510], [3.60472, 1.33091, -1.38871], [3.62693, 0.42943, -1.28953], [0.36840, 4.34270, 0.82117], [-0.88302, 3.57108, 1.36885], [-0.52857, 4.04389, 0.61008], [-3.28760, -0.72898, 3.34840], [-3.55012, -0.45356, 2.02559], [-2.89304, -0.73822, 2.50572]],
  "forces_ev_per_a": [[1.57, 2.46, 6.60], [-1.15, 0.12, 0.16], [-0.12, -2.54, 1.21], [-0.20, 0.64, -0.77], [-1.36, 0.02, -1.36], [0.20, -0.96, 1.34], [-0.05, 3.39, 1.85], [-0.54, -1.24, 1.11], [-0.77, -1.80, -2.30], [-1.08, -0.50, -0.86], [0.76, 0.51, -3.62], [-0.20, -0.01, 0.28], [1.24, 1.33, -0.43], [-0.01, -0.54, -0.03], [0.52, -0.05, 0.36], [1.88, -0.95, 0.53], [0.96, 1.77, -0.84], [-0.96, -0.32, -1.19], [0.21, -2.20, -0.98], [-1.21, -0.32, -0.40], [1.31, 0.41, 0.84], [0.40, 0.24, -1.11], [-0.53, 0.44, -0.78], [1.16, 1.07, -0.45], [-1.38, -0.17, -0.10], [0.13, -0.90, 0.65], [0.09, 0.60, 0.86], [0.10, -0.86, -0.15], [0.85, -0.35, -0.97], [0.33, 0.39, 0.33], [0.24, -1.16, -0.95], [-0.53, 0.76, 1.35], [1.11, 0.47, -0.94], [-0.76, -0.19, 0.33], [-0.79, 0.07, 0.57], [-1.15, 1.56, -0.66], [0.16, 0.41, -1.23], [1.42, -1.71, 1.62], [-1.08, 1.37, -1.45], [-0.05, 0.20, -1.28], [1.15, -1.75, 2.96], [2.47, 2.95, -5.47], [-0.48, 1.35, -0.30], [-2.02, -4.65, 5.61], [0.47, 3.53, 2.75], [-0.55, 0.05, 0.06], [0.35, -3.61, -3.00], [1.59, 0.05, -0.95], [1.43, -1.56, 1.10], [-3.15, 1.66, -0.85], [-1.55, -0.85, 1.39], [-0.62, 0.65, 0.86], [1.83, 0.49, -1.72], [-2.02, -1.08, -2.44], [-0.18, 3.23, -0.42], [2.31, -2.39, 3.22], [-0.28, -0.30, -0.35], [0.28, 0.28, 0.49], [-1.28, 0.25, -0.42], [-0.36, -0.04, 2.11], [-5.41, 2.68, -4.87], [5.32, -2.39, 3.09]],
  "nbo_charge": [-0.76, -0.06, -0.10, -0.77, -0.26, -0.69, -0.24, -0.67, 0.45, 0.49, 0.48, 0.22, 0.18, 0.23, 0.49, 0.20, 0.24, 0.40, 0.21, 0.22, 0.25, 0.22, 0.20, 0.47, 0.48, -0.94, 0.49, 0.47, -0.96, 0.46, 0.49, -0.95, 0.51, 0.50, -1.01, 0.48, 0.51, -1.00, 0.49, 0.50, -0.98, 0.49, 0.49, -0.97, 0.48, 0.49, -0.94, 0.49, 0.52, -1.00, 0.51, 0.50, -0.99, 0.48, 0.48, -0.96, 0.50, 0.49, -0.99, 0.48, 0.47, -0.93]
}